{
  "formula": "C55H46P2PtSbSi",
  "method": "ωB97M-V with the def2-TZVPD basis set",
  "symbols": ["Pt", "C", "Si", "C", "C", "C", "C", "C", "C", "P", "C", "C", "C", "C", "C", "C", "C", "C", "C", "C", "C", "C", "C", "C", "C", "C", "C", "C", "P", "C", "C", "C", "C", "C", "C", "C", "C", "C", "C", "C", "C", "H", "H", "H", "H", "H", "H", "H", "H", "H", "H", "H", "H", "H", "H", "H", "H", "H", "H", "H", "H", "H", "H", "H", "H", "H", "H", "H", "H", "H", "H", "H", "C", "C", "C", "C", "C", "C", "Sb", "C", "C", "C", "C", "C", "C", "C", "C", "C", "C", "C", "C", "H", "H", "H", "H", "H", "H", "H", "H", "H", "H", "H", "H", "H", "H", "H"],
  "positions_angstrom": [[-0.1558, -0.7470, -0.1348], [0.4102, -0.2346, 3.2471], [-0.1016, -1.5811, 2.1022], [1.3079, -2.7695, 1.8543], [1.3943, -3.9266, 2.6268], [2.5755, -4.6582, 2.6640], [3.6784, -4.2432, 1.9315], [3.5977, -3.1187, 1.1203], [2.4147, -2.3879, 1.0674], [2.1693, -1.0210, -0.0798], [2.6558, -1.5554, -1.7325], [2.9965, -2.8796, -2.0131], [3.3330, -3.2428, -3.3083], [3.3096, -2.3034, -4.3299], [2.9420, -0.9912, -4.0604], [2.6120, -0.6183, -2.7688], [3.0822, 0.4432, 0.4441], [2.6062, 1.7887, 0.0129], [3.1142, 2.9924, 0.8169], [4.5611, 2.7717, 1.1965], [5.0716, 1.5478, 1.3497], [4.2619, 0.3635, 1.0865], [-1.8655, -2.0436, 2.4530], [-2.2096, -2.4460, 3.7423], [-3.5436, -2.6067, 4.1013], [-4.5475, -2.3679, 3.1778], [-4.2247, -1.9794, 1.8822], [-2.8931, -1.8229, 1.5223], [-2.4106, -1.4113, -0.1650], [-3.7994, -0.7156, -1.0426], [-4.3480, 0.4871, -0.5951], [-5.4344, 1.0257, -1.2608], [-5.9552, 0.3820, -2.3789], [-5.4038, -0.8099, -2.8266], [-4.3199, -1.3635, -2.1618], [-1.8373, -2.9540, -0.8991], [-2.2404, -4.2056, -0.4186], [-1.7019, -5.3520, -0.9692], [-0.7434, -5.2680, -1.9805], [-0.3331, -4.0361, -2.4619], [-0.8771, -2.8762, -1.9238], [0.1588, -0.5340, 4.2695], [-0.1109, 0.7042, 3.0531], [1.4835, -0.0666, 3.2016], [0.5502, -4.2553, 3.2215], [2.6370, -5.5505, 3.2718], [4.6003, -4.8066, 1.9768], [4.4506, -2.8378, 0.5146], [3.0026, -3.6311, -1.2364], [3.6177, -4.2646, -3.5190], [3.5751, -2.5946, -5.3369], [2.9158, -0.2573, -4.8541], [2.3295, 0.4084, -2.5815], [2.8333, 1.9184, -1.0392], [3.0267, 3.8660, 0.1663], [5.1423, 3.6523, 1.4388], [6.0924, 1.4096, 1.6765], [4.6543, -0.5983, 1.3972], [-1.4456, -2.6254, 4.4902], [-3.7954, -2.9049, 5.1098], [-5.5844, -2.4807, 3.4633], [-5.0115, -1.8077, 1.1583], [-3.9437, 0.9900, 0.2771], [-5.8819, 1.9440, -0.9062], [-6.7980, 0.8126, -2.9024], [-5.8232, -1.3142, -3.6859], [-3.8980, -2.3005, -2.5031], [-2.9749, -4.2765, 0.3730], [-2.0284, -6.3211, -0.6175], [-0.3279, -6.1750, -2.3982], [0.3929, -3.9711, -3.2601], [-0.5990, -1.9166, -2.3612], [-3.5745, 4.6031, 0.3432], [-2.6689, 4.4593, 1.3858], [-1.5301, 3.6903, 1.2088], [-1.2952, 3.0924, -0.0317], [-2.2066, 3.2081, -1.0744], [-3.3400, 3.9852, -0.8763], [0.3479, 1.7596, -0.1816], [0.6306, 2.1675, -2.2573], [-0.2406, 1.6314, -3.2151], [-0.1206, 1.9836, -4.5507], [0.8715, 2.8657, -4.9492], [1.7457, 3.3851, -4.0091], [1.6386, 3.0400, -2.6663], [2.3468, 3.3766, 2.0679], [1.7093, 4.6171, 2.0908], [1.0532, 5.0547, 3.2335], [1.0293, 4.2538, 4.3653], [1.6608, 3.0162, 4.3498], [2.3316, 2.5877, 3.2137], [-4.4658, 5.1997, 0.4825], [-2.8475, 4.9453, 2.3354], [-0.8192, 3.5894, 2.0191], [-2.0490, 2.7532, -2.0341], [-4.0402, 4.1090, -1.6915], [-1.0036, 0.9129, -2.9397], [-0.8034, 1.5683, -5.2801], [0.9640, 3.1490, -5.9886], [2.5272, 4.0682, -4.3142], [2.3396, 3.4978, -1.9842], [1.7355, 5.2534, 1.2128], [0.5849, 6.0301, 3.2457], [0.5481, 4.6047, 5.2675], [1.6621, 2.4013, 5.2404], [2.8900, 1.6604, 3.2359]],
  "forces_ev_per_angstrom": [[0.1, -0.7, -0.8], [0.1, 0.1, 0.1], [-0.1, 0.6, 0.2], [-0.1, -0.1, -0.2], [0.0, 0.0, 0.0], [0.0, 0.0, 0.0], [0.0, 0.0, 0.0], [0.0, 0.0, 0.0], [0.0, 0.0, 0.1], [0.1, 0.0, 0.1], [0.0, 0.0, 0.0], [0.0, 0.0, 0.0], [0.0, 0.0, 0.0], [0.0, 0.0, 0.0], [0.0, 0.0, 0.0], [0.1, 0.0, 0.0], [-0.1, 0.1, 0.1], [-0.4, 0.1, 0.9], [0.1, -0.1, 0.0], [0.0, -0.1, 0.0], [0.0, 0.0, -0.1], [0.1, 0.0, 0.0], [0.0, -0.1, -0.1], [0.0, 0.0, 0.0], [0.0, 0.0, 0.0], [0.0, 0.0, 0.0], [0.0, -0.1, 0.0], [0.0, 0.0, 0.0], [-0.1, 0.3, 0.4], [0.1, 0.0, -0.2], [0.0, 0.0, 0.1], [0.0, 0.0, 0.0], [0.0, 0.0, 0.0], [0.0, 0.0, 0.0], [0.0, 0.0, 0.0], [0.0, 0.0, 0.0], [0.1, 0.0, 0.0], [0.0, 0.0, 0.0], [0.0, 0.0, 0.0], [0.0, 0.0, 0.0], [0.0, 0.1, 0.0], [0.0, 0.0, 0.0], [0.0, 0.0, 0.0], [0.1, 0.0, 0.0], [0.0, 0.0, 0.0], [0.0, 0.0, 0.0], [0.0, 0.0, 0.0], [0.0, 0.0, 0.0], [0.0, 0.0, 0.0], [0.0, 0.0, 0.0], [0.0, 0.0, 0.0], [0.0, 0.0, 0.0], [0.0, 0.0, 0.0], [-0.2, 0.0, -0.2], [0.2, -0.1, -0.1], [0.0, 0.0, 0.0], [0.0, 0.0, 0.1], [0.0, 0.0, 0.0], [0.0, 0.0, 0.0], [0.0, 0.0, 0.0], [0.0, 0.0, 0.0], [0.0, 0.0, 0.0], [0.0, 0.0, 0.0], [0.0, 0.0, 0.0], [0.0, 0.0, 0.0], [0.0, 0.0, 0.0], [0.0, 0.0, 0.0], [0.0, 0.0, 0.0], [0.0, 0.0, 0.0], [0.0, 0.0, 0.0], [0.0, 0.0, 0.0], [-0.1, 0.0, -0.1], [0.0, 0.0, 0.0], [0.0, 0.0, 0.0], [0.0, 0.0, 0.0], [0.0, -0.3, 1.2], [0.1, 0.1, 0.0], [0.0, 0.0, 0.0], [0.8, 0.7, -1.1], [-0.5, -0.6, -0.3], [0.3, 0.0, 0.0], [-0.1, -0.1, 0.0], [0.0, 0.0, 0.0], [0.1, 0.1, 0.1], [-0.3, 0.1, -0.2], [-0.1, 0.2, -0.1], [-0.1, 0.0, 0.0], [0.1, 0.0, 0.0], [0.0, 0.0, 0.0], [0.0, 0.0, 0.0], [0.0, 0.0, 0.0], [0.0, 0.0, 0.0], [0.0, 0.0, 0.0], [0.0, 0.0, 0.0], [0.1, -0.1, -0.2], [0.0, 0.0, 0.0], [-0.1, 0.0, 0.1], [0.0, 0.0, 0.0], [0.0, 0.0, 0.0], [0.0, 0.0, 0.0], [0.0, 0.1, 0.1], [0.0, 0.0, 0.0], [0.0, 0.0, 0.0], [0.0, 0.0, 0.0], [0.0, 0.0, 0.0], [0.0, 0.0, 0.0]],
  "lowdin_charge": [0.546, -0.156, 0.601, -0.274, -0.051, -0.018, -0.017, -0.081, -0.362, 0.927, -0.337, -0.083, -0.050, -0.032, -0.038, -0.080, -0.379, -0.304, -0.273, 0.014, -0.037, -0.031, -0.283, -0.068, -0.026, -0.021, -0.048, -0.377, 0.931, -0.373, -0.101, -0.055, -0.032, -0.040, -0.063, -0.384, -0.045, -0.021, -0.018, -0.048, -0.129, 0.065, 0.039, 0.029, 0.115, 0.129, 0.129, 0.123, 0.102, 0.124, 0.125, 0.119, 0.072, 0.068, 0.135, 0.141, 0.124, 0.113, 0.114, 0.127, 0.128, 0.120, 0.113, 0.116, 0.124, 0.123, 0.111, 0.121, 0.127, 0.126, 0.113, 0.092, -0.031, -0.042, -0.121, -0.347, -0.109, -0.056, 1.606, -0.388, -0.155, -0.050, -0.037, -0.036, -0.116, -0.230, -0.042, -0.066, -0.052, -0.054, -0.046, 0.125, 0.123, 0.078, 0.087, 0.123, 0.089, 0.121, 0.125, 0.125, 0.097, 0.126, 0.122, 0.119, 0.118, 0.108],
  "e_above_lowest_kj_mol": 67.1,
  "fmax_ha_per_bohr": 0.031,
  "orbital_gap_ev": 5.69,
  "e_tot_ha": -3454.357746,
  "multiplicity": 1,
  "charge": 3
}



{
  "formula": "C55H47EuN6O3PS2",
  "method": "ωB97M-V with the def2-TZVPD basis set",
  "symbols": ["Eu", "N", "C", "C", "C", "C", "C", "C", "C", "C", "C", "C", "C", "C", "N", "C", "C", "C", "C", "N", "H", "H", "H", "H", "H", "H", "H", "H", "H", "H", "O", "C", "O", "C", "C", "C", "C", "C", "C", "C", "C", "C", "N", "H", "H", "H", "H", "H", "H", "O", "S", "C", "C", "C", "C", "C", "C", "C", "C", "C", "C", "C", "C", "H", "H", "H", "H", "H", "H", "H", "H", "H", "H", "C", "N", "C", "C", "N", "C", "S", "H", "H", "H", "H", "H", "H", "H", "H", "C", "P", "C", "C", "C", "C", "C", "C", "C", "C", "C", "C", "C", "C", "H", "H", "H", "H", "H", "H", "H", "H", "H", "H", "H", "H", "H"],
  "positions_angstrom": [[0.2798, -0.4856, 0.8502], [-5.0799, -3.2598, 8.4177], [-4.5360, -2.4663, 7.7976], [-3.8573, -1.5043, 6.9413], [-4.1313, -1.3497, 5.6129], [-3.2671, -0.5868, 4.7199], [-2.0641, -0.0782, 5.2046], [-1.8213, -0.1924, 6.5612], [-2.7105, -0.8884, 7.4417], [-1.0099, 0.4011, 4.1913], [-1.4626, 1.3302, 3.1319], [-2.7597, 1.9585, 3.1273], [-2.7234, 2.9335, 2.0850], [-1.4358, 2.8255, 1.5435], [-0.6662, 1.8442, 2.1163], [0.3967, -0.0708, 4.3041], [1.2450, -0.0950, 5.4509], [2.4734, -0.6482, 5.0309], [2.3117, -1.0368, 3.6968], [1.0209, -0.8257, 3.2608], [-5.0690, -1.7638, 5.2272], [-3.5083, -0.4665, 3.6504], [-0.8907, 0.1763, 6.9769], [-2.5163, -0.8533, 8.5166], [-3.6057, 1.8141, 3.7585], [-3.3844, 3.7274, 1.8020], [-0.9903, 3.4486, 0.7123], [0.9262, 0.2463, 6.4738], [3.3311, -0.8618, 5.6352], [3.1103, -1.4376, 2.9993], [-3.8060, -2.1240, 1.3162], [-2.7444, -1.7034, 0.8878], [-1.6644, -1.4527, 1.6285], [-2.6525, -1.4577, -0.5524], [-3.8611, -1.5652, -1.3273], [-3.8743, -1.3079, -2.6485], [-2.6398, -0.8870, -3.2726], [-2.5754, -0.7346, -4.6796], [-1.3373, -0.4320, -5.2488], [-0.2012, -0.2121, -4.4170], [-0.2916, -0.2882, -3.0352], [-1.4760, -0.7736, -2.3865], [-1.5130, -0.9716, -1.0687], [-4.7405, -1.7837, -0.7323], [-4.7472, -1.5633, -3.2643], [-3.5681, -0.8404, -5.2593], [-1.1274, -0.4800, -6.3292], [0.7531, -0.0439, -4.9307], [0.5876, -0.0672, -2.4135], [1.4815, -2.5621, 1.0505], [1.9756, -3.9924, 1.4591], [1.9772, -4.9832, -0.0018], [3.1509, -5.6452, -0.2629], [3.1383, -6.6680, -1.1735], [1.9734, -6.8128, -1.9848], [0.9358, -5.9347, -1.9379], [0.8617, -5.1253, -0.7752], [0.6359, -4.6879, 2.4091], [1.0384, -5.4109, 3.5392], [0.1160, -6.0669, 4.3611], [-1.2373, -6.1419, 3.9838], [-1.6592, -5.3809, 2.8810], [-0.7563, -4.5994, 2.1454], [4.0635, -5.4315, 0.3597], [3.9882, -7.3109, -1.3692], [1.8768, -7.7793, -2.4753], [0.2110, -5.8825, -2.7227], [-0.0832, -4.7059, -0.4001], [2.0836, -5.3457, 3.9694], [0.4376, -6.4553, 5.3163], [-1.8736, -6.8681, 4.4749], [-2.6919, -5.4169, 2.4635], [-1.0680, -3.8304, 1.4092], [4.8248, 2.3607, -1.1113], [4.6573, 0.9009, -1.0355], [5.7755, 0.0423, -1.1521], [5.2317, -1.3423, -0.7382], [3.8621, -1.0183, -0.3098], [3.6168, 0.3144, -0.3933], [2.2148, 1.1516, -0.0881], [4.9440, 2.6801, -2.1749], [5.7560, 2.6335, -0.5546], [3.8945, 2.7987, -0.7009], [6.5750, 0.3931, -0.4648], [6.2061, 0.1351, -2.1905], [5.8033, -1.8493, 0.0393], [5.1311, -1.9004, -1.7258], [3.2636, -1.7301, 0.1797], [1.4634, 3.4663, -3.2998], [-0.3004, 3.8250, -2.8445], [0.0019, 5.6080, -2.4000], [1.1730, 5.8618, -1.7046], [1.4051, 7.2141, -1.3704], [0.5202, 8.2489, -1.6817], [-0.6539, 7.9448, -2.4060], [-0.8983, 6.6545, -2.6712], [-0.9279, 4.0680, -4.5286], [-0.5975, 5.2287, -5.2964], [-1.3136, 5.5734, -6.3854], [-2.2217, 4.6655, -6.9476], [-2.5389, 3.4442, -6.2767], [-1.8234, 3.1469, -5.1161], [1.5092, 2.7360, -4.1293], [1.9653, 3.0328, -2.3493], [1.9066, 4.4210, -3.6478], [1.7878, 5.0661, -1.4826], [2.3524, 7.4479, -0.9169], [0.7737, 9.2398, -1.2943], [-1.3820, 8.7461, -2.8137], [-1.8201, 6.3586, -3.1782], [0.2602, 5.8926, -5.0751], [-1.0807, 6.5738, -6.8915], [-2.7624, 4.9666, -7.8575], [-3.2015, 2.6482, -6.6973], [-2.0549, 2.2422, -4.5407]],
  "forces_ev_per_angstrom": [[-1.3, -1.1, 3.0], [-0.1, -0.3, 0.4], [-0.1, 0.9, -0.9], [1.2, -0.4, 1.0], [-0.1, 1.2, -2.7], [-1.3, -1.2, 0.9], [0.6, 0.1, -1.2], [-0.6, -1.1, 1.9], [1.3, 1.6, -0.7], [-0.8, 1.6, -1.4], [0.2, -2.2, 2.5], [0.3, 1.8, -2.0], [0.8, -1.4, 1.7], [2.1, -0.8, -0.9], [-0.6, 0.3, -1.0], [0.0, -1.8, 0.1], [-1.0, 0.3, -0.1], [-0.7, -0.1, -0.3], [-0.2, -0.4, -0.5], [0.3, 2.9, -0.2], [0.5, 0.0, -0.1], [0.0, -0.5, 0.8], [-0.3, 0.1, 0.0], [0.1, -0.3, -0.4], [-0.1, -0.2, 0.5], [-0.6, -0.1, 0.1], [-0.6, -0.8, 1.0], [0.9, -0.3, -1.4], [0.3, 0.2, 0.2], [-1.2, 0.2, 1.0], [0.5, 0.1, 0.2], [0.6, -0.2, 2.7], [-0.7, 0.1, -1.8], [-0.1, 1.6, -2.4], [0.6, 0.0, 1.8], [1.1, -0.1, -1.2], [-0.5, -1.0, 1.4], [-0.1, 0.4, -0.7], [-0.2, -0.7, 0.1], [-0.5, -0.3, 0.3], [0.3, -0.5, 0.0], [-0.4, 1.7, -3.6], [-0.6, -1.1, 1.6], [0.0, -0.4, -0.3], [0.3, 0.6, 0.3], [2.0, 0.1, 0.8], [-0.6, 0.3, 0.6], [-0.4, 0.2, 0.5], [-0.3, -0.1, -0.3], [0.4, -0.7, -0.7], [-1.2, 1.6, 0.4], [-0.4, 0.5, 0.6], [2.2, -0.3, 1.1], [-1.1, 0.1, -1.2], [1.9, -1.5, 0.7], [-0.4, 1.1, 1.5], [-1.0, 0.0, -1.0], [-0.8, -0.8, 0.9], [1.1, 0.4, 1.4], [-0.6, 0.5, -0.7], [1.0, 0.1, -0.8], [-0.3, 0.0, -0.8], [1.1, 0.6, -0.3], [-1.0, -0.3, -0.7], [-0.1, 0.0, 0.3], [0.2, 0.6, -0.9], [-0.7, -0.4, 0.1], [0.4, 0.1, -0.7], [-1.1, -0.1, -1.1], [0.1, -0.3, -0.1], [-0.3, 0.5, 0.1], [0.8, 0.1, 0.9], [-0.1, -0.9, 0.4], [0.2, -0.2, -0.4], [-1.5, 1.2, 1.0], [2.1, 0.0, -0.1], [-0.7, -0.1, -2.4], [-0.3, -0.3, 1.2], [1.3, -1.2, -1.7], [-0.6, 0.8, 0.4], [-0.1, -0.3, 0.8], [-0.9, 0.0, -0.3], [0.9, 0.1, -0.2], [-0.3, -0.2, -0.3], [-0.4, -0.5, 1.0], [0.0, 0.0, -0.3], [0.4, -0.1, 1.6], [0.5, 1.4, -0.6], [0.7, -0.6, 1.0], [0.3, 0.4, -0.3], [-0.2, -0.6, 0.6], [-2.2, 3.0, -0.8], [0.1, -0.4, -0.1], [0.3, -0.4, 0.1], [-0.2, 3.0, 0.3], [-0.9, -2.6, -1.0], [-0.3, 0.4, -1.7], [1.1, -0.5, 1.8], [-0.3, 0.9, -2.5], [-1.4, -0.5, 0.4], [1.1, 0.3, -1.2], [-0.3, 0.7, 1.3], [-0.1, 0.2, 0.6], [-0.4, 0.8, -1.8], [0.1, -0.7, 0.3], [1.7, -1.1, 0.7], [0.1, 0.2, 0.4], [-0.2, -0.2, -0.5], [1.3, -1.3, 1.1], [0.2, 0.3, 0.0], [-0.8, -0.5, 0.6], [-0.4, -1.7, 0.6], [0.3, -0.3, 0.5], [0.5, 1.1, 0.3], [0.0, 0.3, -0.3]],
  "lowdin_charge": [1.825, 0.162, -0.170, -0.249, 0.005, 0.009, -0.167, -0.003, 0.001, 0.057, -0.307, 0.001, -0.054, -0.159, -0.035, -0.255, -0.049, -0.111, -0.218, -0.100, 0.126, 0.105, 0.089, 0.124, 0.098, 0.092, 0.110, 0.103, 0.082, 0.096, 0.077, -0.588, -0.245, -0.163, 0.020, 0.015, -0.130, -0.034, -0.078, -0.078, -0.031, -0.219, 0.059, 0.124, 0.132, 0.149, 0.116, 0.112, 0.069, -0.712, 1.089, -0.424, -0.112, -0.047, -0.060, -0.042, -0.044, -0.362, -0.091, -0.064, -0.044, -0.046, -0.061, 0.129, 0.115, 0.120, 0.110, 0.114, 0.132, 0.109, 0.112, 0.128, 0.092, -0.037, -0.179, -0.145, -0.105, 0.028, -0.760, 0.620, 0.107, 0.108, 0.031, 0.132, 0.148, 0.123, 0.141, 0.108, -0.301, 0.988, -0.397, -0.109, -0.074, -0.075, -0.092, -0.144, -0.403, -0.131, -0.111, -0.073, -0.077, -0.125, 0.037, 0.006, 0.048, 0.053, 0.095, 0.106, 0.142, 0.112, 0.124, 0.136, 0.104, 0.111, 0.077],
  "e_above_lowest_kj_mol": 230.8,
  "fmax_ha_per_bohr": 0.077,
  "orbital_gap_ev": [5.38, 6.33],
  "e_tot_ha": -4526.094530,
  "multiplicity": 7,
  "charge": 1
}